{
  "formula": "C2H4FP",
  "method": "wB97M-V/def2-TZVPD",
  "species": ["H", "P", "C", "C", "F", "H", "H", "H"],
  "positions_angstrom": [[-2.981, -0.584, 0.329], [-2.140, 0.507, -0.002], [-0.696, -0.414, -0.016], [0.662, 0.097, 0.000], [-0.716, -1.800, -0.019], [1.244, -0.395, -0.648], [0.990, -0.043, 0.948], [0.817, 1.089, -0.088]],
  "lowdin_charge": [-0.149, 0.834, -0.699, -0.105, -0.050, 0.053, 0.064, 0.052],
  "de_lowest_kj_mol": 115.5,
  "lumo_energy_ev": 0.4,
  "total_energy_ha": -519.75192,
  "spin_multiplicity": 1,
  "smiles": "[H]/P=C(/C)F",
  "gap_ev": 9.492
}